Record 1
{"formula": "C10H12ClInNP", "method": "wB97M-V/def2-TZVPD", "elements": ["C", "C", "C", "C", "C", "In", "P", "H", "H", "H", "H", "H", "H", "H", "H", "Cl", "C", "C", "C", "C", "N", "C", "H", "H", "H", "H"], "coordinates": [[-0.4602, 0.1090, -3.3633], [-1.2635, 1.0935, -2.6940], [-0.3841, 2.0000, -2.0286], [0.9469, 1.6050, -2.2975], [0.9188, 0.4389, -3.1196], [-0.0984, -0.2875, -0.9423], [-0.1501, -2.7417, -0.6160], [-0.8204, -0.6914, -3.9846], [-2.3588, 1.1668, -2.7575], [-0.6942, 2.9016, -1.5104], [1.7739, -0.0727, -3.5592], [1.8566, 2.1585, -2.0220], [1.1140, -3.2324, -1.1432], [-1.3422, -3.1953, -1.2996], [-0.2454, -2.8753, 0.8271], [-2.1514, 1.5784, 4.0418], [-0.8862, 0.7536, 3.2439], [0.1933, 0.1812, 3.9282], [1.2379, -0.4830, 3.2458], [1.1500, -0.5033, 1.8470], [0.1441, 0.1104, 1.1932], [-0.9195, 0.6755, 1.8456], [0.2105, 0.2614, 5.0164], [2.0914, -0.9703, 3.7285], [1.8597, -1.0431, 1.1967], [-1.7226, 1.0623, 1.2236]], "forces_ev_per_a": [[0.50, 1.69, -0.35], [0.35, 0.09, -0.93], [-0.13, 0.42, -1.26], [0.21, 0.56, -0.41], [-0.96, 0.00, -0.52], [-0.81, 1.47, -1.16], [0.23, -1.99, 0.33], [-0.05, -0.14, -0.02], [0.72, -0.11, 0.23], [0.11, -0.26, 0.06], [-0.23, 0.15, 0.27], [-0.59, -0.43, 0.01], [-0.92, -0.81, 0.57], [0.92, -0.50, 0.69], [-0.01, -0.77, -1.12], [-0.28, 0.17, 0.44], [0.74, -0.49, -1.25], [0.58, -0.26, 0.16], [-0.85, 0.33, -0.53], [-0.85, 0.62, 0.21], [-0.54, 0.40, 4.05], [2.41, -0.78, 0.35], [0.01, -0.08, -0.28], [-0.55, 0.25, 0.09], [-0.05, 0.48, 0.36], [0.06, -0.01, 0.01]], "nbo_charge": [-0.3811, -0.3062, -0.3585, -0.3271, -0.3389, 0.4620, -0.0916, 0.2266, 0.2339, 0.2282, 0.2317, 0.2320, 0.0512, 0.0838, 0.0654, 0.0446, -0.0925, -0.1718, -0.2363, 0.0245, -0.5320, 0.0380, 0.2356, 0.2364, 0.2055, 0.2366], "orbital_gap_ev": [4.237, 4.249], "fmax_ev_per_a": 4.1}

***

Record 2
{"formula": "C2H5NO3", "method": "wB97M-V/def2-TZVPD", "elements": ["C", "C", "O", "N", "O", "O", "H", "H", "H", "H", "H"], "coordinates": [[-0.5831, 1.1743, 0.3074], [0.7987, 0.5803, 0.2604], [1.7762, 1.1837, 0.5955], [0.9958, -0.7133, -0.5658], [0.1371, -1.9097, -0.3240], [2.3028, -0.9889, -0.4072], [-1.2789, 0.4690, 0.6860], [-0.6159, 2.0383, 1.0030], [-0.8443, 1.6248, -0.7849], [0.6292, -2.7026, -0.6496], [2.4710, -1.0739, 0.5521]], "forces_ev_per_a": [[0.08, 1.81, -1.85], [-0.83, -0.43, -1.03], [-0.18, -0.68, 0.14], [-0.64, 1.17, 0.41], [0.66, 1.03, 0.68], [0.83, -1.61, 0.05], [-0.95, -0.76, -0.28], [0.42, -0.52, -0.47], [0.41, -1.46, 2.56], [-0.02, 1.32, 0.01], [0.20, 0.13, -0.22]], "nbo_charge": [-0.7235, 0.6484, -0.5239, 0.0534, -0.6044, -0.5239, 0.2390, 0.2429, 0.2572, 0.4842, 0.4504], "orbital_gap_ev": 10.048, "fmax_ev_per_a": 3.0}

***

Record 3
{"formula": "C26H50InNOP3", "method": "wB97M-V/def2-TZVPD", "elements": ["In", "P", "P", "P", "H", "C", "C", "H", "C", "C", "C", "C", "C", "C", "C", "C", "C", "H", "H", "H", "H", "H", "H", "H", "H", "H", "H", "H", "H", "H", "H", "H", "H", "H", "H", "H", "H", "H", "H", "H", "H", "H", "H", "H", "H", "H", "C", "C", "C", "C", "C", "C", "O", "H", "H", "H", "H", "H", "H", "C", "N", "C", "C", "C", "C", "C", "C", "C", "C", "H", "H", "H", "H", "H", "H", "H", "H", "H", "H", "H", "H", "H"], "coordinates": [[-1.4519, 1.6675, 0.3843], [-2.3332, -1.0859, 0.4696], [0.9312, 0.3201, 1.7713], [1.8110, -2.2715, -3.3759], [-0.8851, 4.3186, -0.9984], [-1.4241, 3.6789, -1.6985], [-2.5674, 2.9968, -1.3722], [-3.2253, 3.1734, -0.4542], [-4.1481, -0.9332, 0.7897], [-2.0520, -2.6586, 1.4073], [-2.3546, -1.7387, -1.2435], [2.5812, 0.8977, 1.2171], [0.9983, 0.5679, 3.5936], [1.1471, -1.5021, 1.7058], [2.0311, -2.8365, -5.0450], [1.6681, -3.5661, -2.1451], [3.1362, -1.1617, -2.9548], [-1.1918, 3.8510, -2.7718], [-3.1991, 2.7200, -2.2117], [-4.4902, 0.0744, 0.5338], [-4.3491, -1.0879, 1.8576], [-4.6986, -1.6785, 0.1991], [-1.8564, -2.4093, 2.4570], [-1.1697, -3.1760, 1.0075], [-2.9404, -3.3061, 1.3510], [-1.9952, -0.9744, -1.9380], [-3.3661, -2.0722, -1.5155], [-1.6416, -2.5696, -1.3238], [3.3362, 0.3880, 1.8393], [2.6121, 1.9886, 1.3442], [2.6963, 0.6452, 0.1525], [2.0581, 0.5566, 3.8929], [0.4964, -0.2790, 4.0875], [0.5260, 1.5278, 3.8725], [2.1488, -1.7440, 2.1046], [1.0856, -1.8488, 0.6616], [0.3582, -1.9966, 2.2963], [2.5723, -3.7857, -5.0968], [2.4944, -2.0054, -5.6454], [1.0495, -2.9665, -5.4857], [1.6334, -4.5737, -2.6018], [0.7745, -3.3925, -1.5407], [2.5171, -3.5584, -1.4544], [4.0041, -1.3155, -3.6319], [3.4763, -1.3403, -1.9274], [2.7574, -0.1291, -3.0439], [0.3387, 0.7800, -3.9704], [1.1775, 1.8516, -3.5750], [1.8884, 2.5033, -4.5514], [1.6161, 2.2537, -5.8973], [0.6641, 1.3089, -6.2693], [-0.0821, 0.6626, -5.2955], [0.0536, -0.2747, -3.1360], [0.5841, -1.1744, -3.3889], [1.2960, 2.1208, -2.5191], [2.6507, 3.2412, -4.2886], [2.1354, 2.8189, -6.6654], [0.5024, 1.0904, -7.3205], [-0.8647, -0.0011, -5.5459], [-2.1742, 2.8799, 5.3620], [-2.3577, 1.7234, 4.4335], [-2.5816, 0.4337, 5.1789], [-3.4360, 1.9725, 3.4104], [-3.0372, 3.1763, 2.6614], [-3.6417, 4.4060, 2.9043], [-3.2200, 5.5856, 2.3121], [-2.1150, 5.5775, 1.4684], [-1.3955, 4.3807, 1.3802], [-1.9612, 3.1692, 1.7913], [-3.1578, 3.1560, 5.7259], [-1.7145, 3.7154, 4.8287], [-1.5638, 2.5499, 6.2129], [-1.4696, 1.5981, 3.9405], [-3.6375, 0.4075, 5.4827], [-2.3432, -0.4428, 4.5376], [-1.9306, 0.4112, 6.0837], [-3.4976, 1.0643, 2.7898], [-4.3547, 2.1069, 3.9870], [-4.4714, 4.4756, 3.5925], [-3.7158, 6.5381, 2.4294], [-1.7215, 6.4621, 0.9496], [-0.4181, 4.3645, 0.8941]], "forces_ev_per_a": [[1.09, -2.39, 0.83], [-1.73, -0.74, -0.94], [0.47, 0.06, -0.39], [-0.68, 0.06, -0.30], [0.01, -0.49, -0.11], [-1.00, 0.72, -0.45], [-0.95, 1.11, 0.00], [1.35, -0.03, -0.88], [0.16, 0.51, 0.27], [0.85, 0.53, 0.51], [0.49, 0.34, -0.27], [-0.50, 0.03, 0.04], [-0.29, 0.14, -0.09], [-0.30, 0.01, -0.32], [0.60, -0.07, -0.95], [0.52, -1.11, 0.37], [1.33, 0.32, -0.02], [0.22, -0.73, 0.81], [0.30, -0.78, 0.01], [-0.18, -0.18, -0.10], [-0.03, -0.02, -0.21], [0.17, 0.23, 0.26], [-0.11, -0.29, -0.08], [-0.33, 0.09, 0.13], [0.21, 0.39, -0.20], [-0.13, -0.13, -0.14], [0.39, 0.06, 0.12], [-0.24, 0.14, 0.03], [-0.13, 0.35, -0.37], [0.29, -0.31, -0.05], [0.12, 0.11, 0.34], [-0.41, 0.15, 0.07], [0.08, 0.36, -0.08], [0.47, -0.34, 0.07], [-0.48, 0.03, -0.08], [0.08, 0.05, 0.34], [0.51, 0.14, -0.21], [0.21, 0.29, -0.35], [-0.10, -0.93, 0.63], [-0.20, -0.24, -0.03], [-0.15, 0.48, 0.27], [-0.04, -0.18, -0.19], [0.04, -0.06, -0.15], [-0.43, 0.26, 0.48], [-0.02, 0.11, -0.17], [0.35, -0.43, -0.02], [-0.29, -0.72, 0.50], [-0.35, -0.88, 0.44], [-0.04, 1.03, -0.62], [0.44, -0.11, -0.22], [-0.30, 0.67, -0.07], [1.48, 0.38, 0.07], [-1.87, 3.15, 1.03], [-0.03, -0.31, 0.01], [0.28, -0.51, -0.21], [-0.38, -0.10, -0.06], [0.10, -0.23, 0.13], [-0.16, 0.20, 0.11], [-0.50, -0.90, -0.19], [0.08, -0.03, 0.42], [0.53, -0.94, 0.40], [0.02, -0.32, 0.55], [0.01, -0.55, 0.25], [-0.61, 1.17, -0.82], [-0.37, 0.36, 0.65], [0.21, 0.31, -1.07], [1.13, -0.33, 0.61], [-0.32, 0.19, -0.74], [1.00, 0.08, 0.28], [-0.08, 0.15, 0.11], [-0.09, -0.21, 0.16], [-0.08, 0.21, -0.38], [-0.15, 0.21, -0.16], [0.39, -0.10, -0.01], [-0.24, 0.72, 0.28], [-0.52, 0.02, -0.76], [-0.06, 0.23, 0.22], [0.01, -0.08, -0.23], [-0.14, -0.13, 0.14], [-0.38, -0.17, 0.32], [-0.34, -0.24, 0.53], [-0.29, 0.14, -0.06]], "lowdin_charge": [0.8768, 0.7902, 0.7628, 0.8468, 0.0572, 0.0443, -0.1099, 0.0937, -0.2708, -0.2365, -0.2388, -0.2506, -0.2481, -0.2564, -0.2378, -0.2378, -0.2256, 0.1169, 0.0909, 0.0373, 0.0494, 0.0683, 0.0340, 0.0481, 0.0837, 0.0161, 0.0692, 0.0500, 0.0689, 0.0567, 0.0471, 0.0739, 0.0514, 0.0333, 0.0792, 0.0418, 0.0258, 0.0589, 0.0803, 0.0447, 0.0687, 0.0085, 0.0472, 0.0740, 0.0423, 0.0288, -0.3621, -0.0875, -0.0920, -0.0728, -0.0574, -0.0185, -0.1624, -0.0782, 0.0959, 0.1168, 0.1142, 0.1188, 0.1070, 0.0420, -0.1830, 0.0272, -0.0826, -0.2994, -0.0115, -0.0099, -0.0157, -0.1545, -0.2827, 0.1216, 0.1165, 0.1198, 0.1131, 0.1214, 0.1047, 0.1239, 0.1119, 0.1551, 0.1339, 0.1327, 0.1404, 0.0980], "orbital_gap_ev": [3.612, 3.112], "charge": 3, "fmax_ev_per_a": 3.8}

***

Record 4
{"formula": "CH4N2O2S", "method": "wB97M-V/def2-TZVPD", "elements": ["C", "N", "N", "O", "O", "S", "H", "H", "H", "H"], "coordinates": [[1.2571, -0.5888, 0.4586], [0.8714, 0.6150, -0.0336], [2.3098, -1.2431, 0.2304], [-3.7764, -0.4191, -0.8779], [-2.0235, 0.9385, 0.1510], [-3.4165, 0.5872, 0.0715], [0.5756, -1.0053, 1.1920], [-0.0804, 0.9191, 0.0956], [1.3687, 1.0151, -0.8115], [2.9142, -0.8187, -0.4761]], "forces_ev_per_a": [[-0.04, 0.04, 0.23], [-0.24, 0.54, -0.18], [0.69, -0.59, -0.27], [-0.16, 0.18, 0.21], [-0.73, 0.09, 0.18], [0.59, -0.24, -0.35], [-0.26, 0.04, 0.11], [0.24, -0.12, -0.07], [0.04, -0.06, 0.03], [-0.13, 0.12, 0.11]], "nbo_charge": [0.2859, -0.8320, -0.7174, -0.8028, -0.8616, 1.6719, 0.1513, 0.4088, 0.3789, 0.3170], "orbital_gap_ev": 7.296, "fmax_ev_per_a": 0.9}

***

Record 5
{"formula": "H10O11SV", "method": "wB97M-V/def2-TZVPD", "elements": ["O", "V", "O", "S", "O", "O", "O", "O", "O", "H", "H", "O", "H", "H", "O", "H", "H", "O", "H", "H", "O", "H", "H"], "coordinates": [[1.1769, 0.5869, 1.0583], [0.1054, 0.0251, 0.0155], [-0.3224, -1.4373, 0.6528], [0.2969, 3.1951, -0.9941], [1.5737, 3.6563, -1.5636], [-0.8290, 3.8818, -1.6403], [0.1608, 1.7270, -1.3347], [0.2761, 3.3787, 0.4738], [3.3884, -1.5170, 1.4147], [3.2117, -1.0502, 0.5923], [2.8374, -2.3067, 1.3660], [-1.5859, -3.4160, 2.8002], [-1.0836, -2.6932, 3.1910], [-1.9249, -3.0423, 1.9793], [1.3937, -0.8372, -1.5282], [2.3247, -1.0766, -1.4937], [1.1839, -0.7575, -2.4669], [-1.6680, 1.2373, 0.8474], [-2.6076, 1.0385, 0.8624], [-1.5878, 2.1992, 0.9927], [-1.9996, -0.7240, -1.4246], [-1.4965, -0.8695, -2.2342], [-2.8242, -1.1983, -1.5660]], "forces_ev_per_a": [[-1.55, -1.20, -1.82], [0.92, 1.78, 2.83], [0.37, 1.83, -1.15], [0.77, 3.34, -0.35], [-0.21, -0.60, 0.24], [-0.28, -0.42, 0.24], [-0.45, -3.95, 0.59], [-0.59, -0.76, -0.06], [0.25, -0.41, -0.21], [-0.11, 0.27, 0.32], [-0.11, 0.15, 0.09], [-0.23, -0.06, 0.16], [0.06, 0.00, -0.18], [0.28, 0.08, -0.04], [-0.17, -0.37, -0.26], [-0.05, 0.16, 0.23], [-0.03, 0.46, 0.16], [0.17, -0.29, 0.27], [0.14, -0.26, -0.21], [0.89, 0.02, -0.43], [0.11, 0.09, -0.51], [-0.22, 0.16, -0.07], [0.03, -0.02, 0.16]], "lowdin_charge": [-0.2581, 0.9235, -0.4116, 0.2276, -0.4077, -0.4126, -0.4877, -0.4121, -0.0525, 0.0014, 0.0369, -0.0788, 0.0283, 0.0104, -0.0346, 0.0877, 0.0962, -0.0589, 0.0743, 0.0742, -0.0541, 0.0489, 0.0593], "orbital_gap_ev": 5.705, "charge": -1, "fmax_ev_per_a": 4.0}

***

Record 6
{"formula": "C3H6O5", "method": "wB97M-V/def2-TZVPD", "elements": ["O", "C", "O", "C", "C", "O", "O", "H", "H", "H", "H", "O", "H", "H"], "coordinates": [[-1.0615, -0.1805, -0.6097], [-0.1187, -0.9968, -0.3845], [0.2063, -1.9654, -1.2835], [0.7727, -1.0515, 0.8706], [0.7807, 0.3751, 1.5875], [1.6144, 1.2324, 1.2505], [-0.1721, 0.3904, 2.5321], [-0.4295, -1.9376, -2.0497], [0.3477, -1.7959, 1.5710], [1.8532, -1.2676, 0.7646], [-0.2243, 1.2372, 3.0539], [-1.1086, 2.3370, -2.2562], [-0.5024, 1.5725, -2.3838], [-1.9578, 2.0508, -2.6629]], "forces_ev_per_a": [[3.61, -3.04, 1.18], [-2.34, 1.99, -1.37], [-0.69, 0.46, -0.05], [-0.25, 1.49, 1.05], [1.86, 0.20, -1.89], [-2.84, -2.08, 1.63], [0.34, 1.30, 0.49], [0.67, 0.22, 1.11], [0.09, 0.33, -0.45], [-0.80, -0.14, -0.73], [0.38, -0.84, -0.96], [-0.22, -0.87, -0.76], [-0.77, 0.77, 0.27], [0.96, 0.23, 0.50]], "nbo_charge": [-0.5973, 0.7956, -0.6782, -0.6229, 0.8168, -0.5772, -0.6768, 0.5045, 0.2583, 0.2665, 0.5092, -0.9365, 0.4710, 0.4669], "orbital_gap_ev": 11.218, "fmax_ev_per_a": 4.9}